(1)
ORCA calculation (ωB97M-V/def2-TZVPD) on a structure of composition C3H3O3V at a distorted geometry.

The HOMO energy (alpha / beta) is -19.80 / -19.84 eV. Its expectation value of S² is 6.0170. The spin multiplicity is 5. As for the relative energy (zero: lowest compared OMol25 entry of this formula, charge and spin): 3.490 eV. Its charge is +2. The value obtained for the HOMO-LUMO gap (alpha / beta) is 7.8 / 7.2 eV. The value obtained for the total energy is -1284.93787 Ha.

Element x y z (Å)
C -0.38087 0.11376 -0.20567
C -1.65829 -0.40548 -0.41229
O -0.18763 1.38164 -0.18889
H -1.79571 -1.48526 -0.42726
H -2.50722 0.26945 -0.52920
H 0.44533 1.61682 0.52466
O 1.97565 -0.10773 0.20404
C 0.95076 -0.83268 0.03459
O 0.81583 -2.02541 0.00135
V 2.34214 1.47488 0.99867

---

(2)
ORCA calculation (ωB97M-V/def2-TZVPD) on an isolated molecule of C4H5NO2.

The HOMO energy is -9.92 eV. As for the relative energy (zero: lowest compared OMol25 entry of this formula, charge and spin): 1.246 eV. Its charge is 0. As for the SMILES: O=C[C@H]1CN=CO1. The value obtained for the HOMO-LUMO gap is 10.5 eV. The value obtained for the total energy is -360.62361 Ha.

Element x y z (Å)
O -2.33867 0.60659 0.80503
C -1.76849 -0.15165 0.05644
C -0.38339 0.13452 -0.48919
C 0.56244 0.86901 0.48685
N 1.76572 0.04148 0.52181
C 1.50717 -0.98442 -0.16814
O 0.29771 -1.10175 -0.77511
H -2.23590 -1.09059 -0.30026
H -0.50549 0.67350 -1.43931
H 0.79872 1.88195 0.15289
H 0.12427 0.94354 1.48899
H 2.17592 -1.82218 -0.34000

---

(3)
ORCA calculation (ωB97M-V/def2-TZVPD) on a cluster of 2 separate species, C5H6 in total at a distorted geometry.

The HOMO energy (alpha / beta) is -6.84 / -9.54 eV. Its expectation value of S² is 2.0753. The spin multiplicity is 3. As for the relative energy (zero: lowest compared OMol25 entry of this formula, charge and spin): 4.121 eV. Its charge is 0. The value obtained for the HOMO-LUMO gap (alpha / beta) is 6.7 / 6.8 eV. The value obtained for the total energy is -193.73112 Ha.

Element x y z (Å)
C -1.45807 -0.10594 -0.38949
C -2.34917 -0.86373 -0.94162
C -1.11429 0.86474 0.75746
C -0.12342 0.55354 -0.28786
C 1.61195 -0.84954 -0.02064
H -1.55256 1.91119 0.82782
H -0.97046 0.24209 1.66606
H 0.32064 1.10143 -1.18109
H 1.88733 -1.54397 0.82119
H 2.38077 0.00122 -0.27785
H 1.36728 -1.31104 -0.97398

---

(4)
ORCA calculation (ωB97M-V/def2-TZVPD) on an isolated molecule of C4H6N2O2 at a distorted geometry.

The HOMO energy is -9.27 eV. As for the relative energy (zero: lowest compared OMol25 entry of this formula, charge and spin): 3.559 eV. Its charge is 0. As for the SMILES: CC(=O)/N=C/NC=O. The value obtained for the HOMO-LUMO gap is 9.7 eV. The value obtained for the total energy is -415.90982 Ha.

Element x y z (Å)
C -0.98910 1.52158 1.90749
C -0.58097 1.18599 0.57229
O -0.70156 2.03666 -0.20218
N -0.46124 -0.21313 0.09035
C 0.37024 -0.06470 -0.92816
N 0.78323 -1.16705 -1.59807
C 0.99921 -2.27924 -0.95344
O 0.24379 -2.64854 0.06152
H -0.11611 1.32899 2.46573
H -1.74338 0.80104 2.19022
H -1.40504 2.61112 1.69867
H 0.73965 1.02968 -1.34329
H 1.12747 -1.01377 -2.50669
H 1.73381 -3.12864 -1.45446

---

(5)
ORCA calculation (ωB97M-V/def2-TZVPD) on an isolated molecule of HI5Si2 at a distorted geometry.

The HOMO energy is -9.15 eV. As for the relative energy (zero: lowest compared OMol25 entry of this formula, charge and spin): 0.589 eV. Its charge is 0. As for the SMILES: I[SiH](I)[Si](I)(I)I. The value obtained for the HOMO-LUMO gap is 7.7 eV. The value obtained for the total energy is -2068.21768 Ha.

Element x y z (Å)
I -1.75864 -1.47383 -2.29413
Si -1.39811 -0.36979 -0.16380
I -1.33858 -2.25027 1.38898
Si 1.08420 0.61907 0.18649
I 2.42727 0.03020 -1.90965
I 1.01765 3.14873 0.16248
I 2.10348 -0.49181 2.22423
H -2.13726 0.78771 0.40541

---

(6)
ORCA calculation (ωB97M-V/def2-TZVPD) on a structure of composition C37H32N11ORuS at a distorted geometry.

The HOMO energy (alpha / beta) is -12.54 / -12.54 eV. Its expectation value of S² is 0.7805. The spin multiplicity is 2. As for the relative energy (zero: lowest compared OMol25 entry of this formula, charge and spin): 0.163 eV. Its charge is +2. The value obtained for the HOMO-LUMO gap (alpha / beta) is 5.4 / 5.2 eV. The value obtained for the total energy is -2599.33217 Ha.

Element x y z (Å)
Ru 0.21490 -0.50129 0.03691
C -3.88979 -0.76874 -1.96640
C -2.67643 -1.19361 -1.43849
N -2.07262 -0.49538 -0.48691
C -2.67778 0.60181 -0.01436
C -3.84271 1.06362 -0.62693
N -4.43027 0.38345 -1.59295
C -2.05341 1.19739 1.16536
C -2.77532 1.87767 2.12234
C -2.17495 2.26323 3.32538
C -0.84538 1.86572 3.48676
C -0.16668 1.20342 2.48279
N -0.75065 0.90365 1.30678
C 1.20835 0.73329 2.62679
C 2.03689 1.01794 3.71883
N 3.22747 0.47386 3.86063
C 3.66223 -0.33923 2.90569
C 2.89911 -0.57867 1.77446
N 1.68523 -0.05196 1.64433
C -2.90436 3.00564 4.36956
C -2.31827 3.30756 5.60022
C -3.04079 4.02280 6.54449
N -4.28024 4.43259 6.32567
C -4.85695 4.15923 5.16716
C -4.20955 3.45206 4.16319
H -4.42559 -1.34674 -2.70822
H -2.18349 -2.09451 -1.77735
H -4.29298 2.00707 -0.33913
H -3.82487 2.05516 1.94159
H -0.33118 2.05354 4.41408
H 1.72906 1.70707 4.49496
H 4.62882 -0.80398 3.04595
H 3.26940 -1.20758 0.97752
H -1.31440 3.00161 5.85788
H -2.60666 4.27304 7.50473
H -5.87049 4.51576 5.02990
H -4.73697 3.26833 3.23712
O -0.13534 -0.35847 -2.42403
C -0.71605 0.38158 -3.21982
C -0.70961 0.13980 -4.69144
C 0.56946 0.89579 -5.15417
C 0.70179 2.36545 -4.70468
C 1.03110 2.61873 -3.21585
C -0.17163 2.48240 -2.24938
N -1.19737 1.60627 -2.84023
H -1.59110 0.56527 -5.17299
H -0.63069 -0.91733 -4.93423
H 0.57900 0.87689 -6.24390
H 1.44267 0.33412 -4.81371
H -0.19310 2.92633 -4.99217
H 1.52661 2.78616 -5.27972
H 1.44170 3.62427 -3.12312
H 1.82017 1.92240 -2.91815
H -0.63069 3.44536 -2.03799
H 0.14894 2.04596 -1.29852
H -1.70779 2.07726 -3.57203
S -0.95508 -2.32474 3.90075
C -0.59096 -2.21253 2.36258
N -0.30515 -2.13483 1.20705
N 5.84841 -4.47504 -1.85743
C 7.14155 -4.56626 -2.29935
C 8.02051 -5.63746 -2.42198
C 9.26624 -5.35311 -2.93835
C 9.63614 -4.04565 -3.30743
C 8.77315 -2.98376 -3.17683
C 7.49523 -3.24602 -2.66694
N 6.44140 -2.40668 -2.44773
C 5.47685 -3.15682 -1.97078
C 4.17139 -2.63936 -1.63738
C 3.92132 -1.26466 -1.77764
C 2.68780 -0.76992 -1.44406
N 1.69224 -1.54590 -0.97627
C 1.90435 -2.86588 -0.87095
C 3.11283 -3.44246 -1.19164
H 5.29757 -5.23902 -1.50918
H 7.74333 -6.64116 -2.12765
H 9.97939 -6.15639 -3.06295
H 10.62880 -3.88024 -3.70330
H 9.06025 -1.97823 -3.45156
H 4.70750 -0.62201 -2.14911
H 2.46679 0.28815 -1.55048
H 1.07534 -3.45994 -0.51133
H 3.21776 -4.51286 -1.09043

---

Among the records above, which one has the highest relative energy (zero: lowest compared OMol25 entry of this formula, charge and spin)? C5H6